# 1
{
  "formula": "C35H61NO29P2",
  "method": "the ωB97M-V functional and the def2-TZVPD basis",
  "elements": ["C", "C", "O", "P", "O", "O", "C", "C", "O", "C", "C", "H", "H", "H", "H", "H", "H", "H", "H", "H", "H", "H", "H", "H", "H", "H", "C", "C", "O", "P", "O", "O", "C", "C", "O", "C", "C", "H", "H", "H", "H", "H", "H", "H", "H", "H", "H", "H", "H", "H", "H", "H", "O", "C", "O", "C", "C", "O", "H", "H", "H", "H", "O", "C", "O", "C", "C", "O", "H", "H", "H", "H", "O", "C", "O", "C", "C", "O", "H", "H", "H", "H", "O", "C", "O", "C", "C", "O", "H", "H", "H", "H", "O", "C", "O", "C", "C", "O", "H", "H", "H", "H", "O", "C", "O", "C", "C", "O", "H", "H", "H", "H", "O", "C", "O", "C", "C", "O", "H", "H", "H", "H", "C", "C", "N", "H", "H", "H"],
  "xyz": [[4.304, 3.378, -3.684], [5.736, 2.898, -3.808], [6.115, 2.088, -2.752], [5.695, 0.567, -2.443], [4.214, 0.386, -2.758], [6.712, -0.312, -3.395], [6.866, -1.734, -3.175], [5.587, -2.589, -3.523], [6.168, 0.226, -0.926], [5.578, 0.663, 0.255], [6.199, 2.049, 0.524], [4.149, 4.137, -4.451], [3.542, 2.600, -3.692], [4.217, 3.905, -2.734], [5.805, 2.285, -4.706], [6.458, 3.702, -3.957], [7.701, -2.002, -3.822], [7.234, -1.916, -2.165], [4.774, -2.454, -2.810], [5.167, -2.301, -4.487], [5.690, -3.673, -3.490], [4.491, 0.721, 0.207], [5.775, -0.019, 1.082], [5.678, 2.866, 0.026], [6.185, 2.275, 1.590], [7.262, 2.024, 0.281], [-8.610, -5.796, 5.665], [-8.324, -4.431, 6.311], [-6.996, -4.000, 5.872], [-5.988, -3.367, 7.020], [-5.301, -4.347, 7.840], [-4.975, -2.469, 6.121], [-4.038, -3.137, 5.291], [-3.763, -2.279, 4.099], [-6.814, -2.325, 7.857], [-7.218, -1.053, 7.415], [-8.496, -0.533, 8.224], [-8.563, -5.628, 4.589], [-7.837, -6.535, 5.877], [-9.635, -6.071, 5.914], [-8.969, -3.681, 5.853], [-8.525, -4.413, 7.382], [-3.120, -3.359, 5.835], [-4.318, -4.140, 4.968], [-3.131, -2.832, 3.404], [-4.687, -2.027, 3.579], [-3.319, -1.344, 4.441], [-6.395, -0.339, 7.385], [-7.564, -1.153, 6.387], [-8.361, -0.545, 9.306], [-8.876, 0.434, 7.892], [-9.279, -1.272, 8.054], [2.687, 5.275, 1.908], [2.816, 5.326, 3.151], [2.103, 4.677, 4.098], [2.581, 5.010, 5.426], [3.864, 5.795, 5.168], [3.630, 6.147, 3.787], [1.819, 5.602, 5.932], [2.902, 4.106, 5.944], [4.846, 5.349, 5.323], [3.783, 6.647, 5.843], [-0.525, 9.017, -5.356], [-0.845, 8.483, -4.285], [-1.537, 9.124, -3.365], [-1.905, 8.315, -2.268], [-1.020, 7.114, -2.540], [-0.588, 7.267, -3.857], [-1.607, 8.802, -1.339], [-2.943, 7.988, -2.326], [-1.576, 6.193, -2.362], [-0.210, 7.086, -1.812], [0.460, -6.317, -4.134], [-0.043, -5.155, -4.268], [-1.071, -4.922, -5.014], [-1.231, -3.549, -5.005], [-0.456, -3.026, -3.882], [0.401, -4.095, -3.723], [-1.048, -3.203, -6.023], [-2.280, -3.336, -4.797], [-1.083, -2.777, -3.025], [0.053, -2.102, -4.156], [2.598, -2.637, -9.163], [2.608, -1.600, -8.573], [1.536, -1.177, -7.915], [1.782, 0.008, -7.271], [3.273, 0.001, -7.173], [3.631, -0.863, -8.235], [1.460, 0.833, -7.908], [1.399, 0.133, -6.259], [3.544, -0.391, -6.192], [3.755, 0.969, -7.307], [-2.632, 1.312, -5.150], [-2.882, 2.447, -5.547], [-3.966, 3.197, -5.303], [-4.096, 4.231, -6.239], [-2.743, 4.173, -6.976], [-2.056, 3.189, -6.348], [-4.898, 3.900, -6.899], [-4.263, 5.161, -5.695], [-2.255, 5.134, -6.818], [-2.810, 3.981, -8.047], [1.228, 0.218, 6.616], [1.443, -0.820, 5.992], [1.203, -2.108, 6.324], [2.049, -2.943, 5.599], [2.369, -2.171, 4.414], [2.195, -0.843, 4.865], [2.931, -3.293, 6.136], [1.480, -3.848, 5.385], [1.759, -2.533, 3.587], [3.410, -2.305, 4.118], [-0.704, -6.786, 3.944], [-0.371, -6.285, 2.844], [-1.233, -6.095, 1.786], [-0.553, -5.512, 0.733], [0.865, -5.657, 1.112], [0.862, -5.937, 2.466], [-0.789, -5.932, -0.245], [-0.908, -4.503, 0.524], [1.388, -4.724, 0.901], [1.326, -6.422, 0.487], [0.114, 1.845, -1.126], [0.206, 0.635, -0.328], [0.286, -0.306, 0.269], [0.924, 2.548, -0.932], [-0.883, 2.285, -1.102], [0.243, 1.519, -2.158]],
  "atomic_forces_ev_per_a": [[0.33, 0.95, 0.50], [-1.21, -0.68, -2.06], [1.39, -1.84, 2.61], [-2.25, -0.15, -1.25], [2.92, -0.07, 0.93], [-1.29, 0.96, 1.72], [-0.54, -1.12, -0.45], [0.06, 0.80, 0.54], [0.31, -0.98, -3.32], [-0.37, 2.11, 1.11], [-0.24, -0.25, 1.09], [-0.29, -0.13, -0.17], [0.34, -0.07, -0.25], [-0.14, 0.07, 0.15], [0.08, 0.04, -0.38], [-0.06, 0.06, 0.54], [-0.20, -0.01, -0.18], [-0.33, 0.10, 0.16], [0.10, 0.57, 0.20], [0.27, -0.02, -0.10], [0.83, 0.05, -0.25], [-0.09, 0.01, -0.39], [0.48, -0.27, -0.37], [0.17, -0.18, -0.24], [-0.26, 0.02, 0.15], [-0.12, 0.04, -0.34], [0.22, 1.21, -0.23], [0.04, -0.24, -1.25], [0.66, 0.82, 2.02], [0.54, -0.23, -2.00], [-0.18, -0.45, 0.37], [-1.59, -0.51, 0.87], [0.87, -0.89, -0.30], [-0.17, 0.30, -0.11], [0.13, -0.16, 0.63], [-2.04, 1.43, -0.40], [1.10, -1.40, -0.36], [-0.11, -0.12, -0.10], [-0.33, -0.06, 0.45], [0.19, -0.45, 0.11], [-0.37, -0.08, 0.14], [0.67, -0.05, 0.12], [0.08, 0.46, 0.36], [-0.86, 0.02, 0.08], [0.23, 0.26, 0.02], [-0.07, -0.08, 0.00], [0.26, 0.00, -0.30], [0.10, -0.15, 0.42], [0.04, 0.09, -0.23], [0.37, 0.27, -0.05], [0.38, -0.02, -0.10], [-0.13, 0.02, -0.16], [0.25, -0.14, 4.46], [-1.11, -0.02, -2.58], [-0.20, -0.86, -0.27], [0.93, -0.97, -0.51], [-1.61, 0.81, -0.25], [2.41, 1.54, -0.08], [0.09, -0.28, 0.02], [-0.96, -0.18, 0.12], [-0.30, -0.46, -0.35], [0.46, 0.52, -0.60], [-0.68, -2.17, 2.97], [0.68, 2.59, -3.37], [-1.21, 2.05, 0.49], [0.66, -0.70, -0.33], [-0.27, -0.84, 2.11], [0.90, -1.63, -0.84], [-0.53, 0.09, -0.11], [-0.17, 0.69, 0.14], [0.09, -0.17, -0.61], [0.52, 0.05, -0.45], [-1.74, 4.52, -0.24], [2.60, -8.20, 0.09], [-1.16, -0.86, -0.64], [-3.86, 1.64, -2.15], [-0.01, 1.83, -0.44], [3.23, 1.51, 3.08], [0.51, 0.41, 0.19], [-0.23, -0.05, -0.38], [0.25, -0.54, 0.39], [0.42, -0.20, 0.14], [0.45, 0.60, -0.77], [-0.58, -2.53, 0.70], [-2.60, -0.95, 0.17], [0.43, 2.37, 0.31], [0.58, 0.67, 0.49], [2.28, 0.67, -0.38], [-0.35, 0.15, 0.11], [-0.68, -0.50, -0.28], [0.52, -0.37, -0.17], [-0.07, -0.10, -0.06], [-0.76, 3.28, -0.74], [1.08, -1.92, 0.30], [-0.24, -1.62, 1.35], [0.04, -0.29, -0.85], [-0.97, 2.67, -0.62], [1.28, -2.69, 1.09], [-0.29, 0.75, 0.04], [-0.25, -0.07, -0.35], [0.36, -0.06, -0.24], [-0.18, -0.05, 0.03], [-0.16, -3.23, -1.62], [1.10, 2.13, 1.19], [-1.08, 1.31, 1.75], [-0.31, -2.78, 0.80], [1.17, -0.09, -1.48], [-0.35, 0.96, -0.79], [0.00, 0.51, 0.59], [0.01, -0.01, -0.11], [-0.38, 1.01, -0.28], [-0.02, 0.20, -0.06], [1.42, 2.30, -4.26], [-2.22, -2.30, 2.93], [-0.53, -0.82, 1.95], [-1.08, 1.05, -2.02], [1.40, 1.09, -2.18], [0.29, -0.34, 1.53], [0.03, -1.00, 0.26], [0.18, 0.53, 0.90], [0.27, -0.06, 0.30], [0.27, -0.37, 0.55], [0.04, -0.25, -0.97], [-0.28, 3.64, -1.86], [0.28, -3.64, 2.25], [-0.26, 0.01, 0.33], [0.19, 0.12, 0.42], [0.08, 0.06, -0.16]],
  "lowdin_charge": [-0.08, -0.29, -0.19, 0.54, -0.29, -0.20, -0.23, -0.06, -0.19, -0.27, -0.07, 0.08, 0.06, 0.08, 0.11, 0.13, 0.11, 0.11, 0.06, 0.07, 0.07, 0.12, 0.12, 0.07, 0.07, 0.08, -0.07, -0.26, -0.21, 0.42, -0.21, -0.18, -0.31, -0.07, -0.17, -0.25, -0.05, 0.07, 0.08, 0.08, 0.11, 0.12, 0.12, 0.12, 0.08, 0.08, 0.08, 0.12, 0.11, 0.07, 0.07, 0.06, 0.09, -0.54, 0.05, -0.09, -0.09, 0.06, 0.13, 0.13, 0.13, 0.13, 0.11, -0.57, 0.07, -0.10, -0.14, 0.09, 0.14, 0.13, 0.13, 0.13, 0.07, -0.60, 0.13, -0.15, -0.13, 0.12, 0.15, 0.14, 0.14, 0.14, 0.17, -0.61, 0.08, -0.16, -0.12, 0.10, 0.14, 0.14, 0.13, 0.14, 0.12, -0.50, 0.06, -0.10, -0.17, 0.06, 0.13, 0.13, 0.13, 0.14, 0.12, -0.50, 0.08, -0.17, -0.15, 0.07, 0.14, 0.14, 0.13, 0.14, 0.10, -0.47, 0.07, -0.18, -0.16, 0.08, 0.14, 0.13, 0.14, 0.14, -0.06, -0.30, 0.13, 0.08, 0.08, 0.08],
  "total_charge": 0,
  "homo_energy_ev": -10.1,
  "e_tot_ev": -116730.2775,
  "mol_weight_g_mol": 1021.80
}

=====

# 2
{
  "formula": "C52H47N3O4",
  "method": "the ωB97M-V functional and the def2-TZVPD basis",
  "elements": ["C", "C", "C", "C", "C", "C", "N", "C", "C", "C", "C", "C", "C", "C", "N", "N", "C", "C", "C", "C", "C", "C", "C", "C", "C", "C", "C", "O", "C", "C", "C", "C", "C", "C", "C", "C", "C", "C", "C", "H", "H", "H", "H", "H", "H", "H", "H", "H", "H", "H", "H", "H", "H", "H", "H", "H", "H", "H", "H", "H", "H", "H", "H", "H", "H", "H", "H", "H", "H", "H", "H", "H", "H", "H", "C", "O", "C", "C", "C", "C", "C", "C", "C", "O", "C", "C", "C", "C", "C", "C", "C", "O", "C", "C", "H", "H", "H", "H", "H", "H", "H", "H", "H", "H", "H", "H"],
  "xyz": [[-4.933, -0.483, 3.043], [-3.612, 0.208, 2.875], [-3.360, 0.906, 1.697], [-2.123, 1.526, 1.457], [-1.931, 2.280, 0.173], [-1.120, 1.372, 2.423], [0.208, 1.817, 2.174], [0.595, 3.118, 1.893], [-0.320, 4.245, 1.875], [-0.087, 5.247, 0.904], [-0.978, 6.311, 0.779], [-2.071, 6.414, 1.657], [-2.298, 5.437, 2.638], [-1.410, 4.372, 2.770], [1.885, 3.173, 1.692], [2.367, 1.894, 1.919], [3.785, 1.727, 1.853], [4.571, 2.651, 2.560], [3.955, 3.706, 3.418], [5.962, 2.597, 2.434], [6.581, 1.660, 1.604], [8.075, 1.654, 1.478], [5.778, 0.800, 0.849], [4.381, 0.833, 0.946], [3.569, 0.000, 0.021], [1.347, 1.043, 2.094], [1.475, -0.386, 2.448], [2.290, -0.763, 3.335], [0.620, -1.386, 1.793], [0.669, -2.762, 2.326], [-0.302, -1.101, 0.739], [-0.009, -0.178, -0.283], [-0.797, -0.108, -1.432], [-1.934, -0.910, -1.558], [-2.303, -1.775, -0.519], [-1.498, -1.878, 0.607], [-1.385, 0.781, 3.659], [-0.388, 0.827, 4.781], [-2.619, 0.148, 3.856], [-4.962, -1.078, 3.962], [-5.754, 0.248, 3.076], [-5.128, -1.153, 2.191], [-4.139, 0.952, 0.932], [-0.887, 2.281, -0.142], [-2.517, 1.811, -0.630], [-2.254, 3.325, 0.262], [0.779, 5.132, 0.247], [-0.806, 7.063, 0.003], [-2.751, 7.262, 1.589], [-3.158, 5.496, 3.313], [-1.561, 3.614, 3.545], [4.772, 4.293, 3.855], [3.311, 4.374, 2.832], [3.356, 3.294, 4.246], [6.575, 3.315, 2.984], [8.398, 0.817, 0.856], [8.442, 2.579, 1.018], [8.550, 1.579, 2.461], [6.254, 0.113, 0.141], [4.235, -0.623, -0.589], [2.892, -0.672, 0.560], [2.963, 0.610, -0.668], [0.232, -3.467, 1.603], [1.687, -3.095, 2.575], [0.038, -2.796, 3.235], [0.898, 0.422, -0.193], [-0.508, 0.588, -2.223], [-2.533, -0.861, -2.469], [-3.206, -2.390, -0.591], [-1.757, -2.579, 1.409], [-0.905, 0.742, 5.748], [0.332, 0.001, 4.723], [0.182, 1.767, 4.793], [-2.787, -0.382, 4.799], [0.014, 1.087, 9.044], [-0.701, -0.121, 8.673], [-0.049, -0.995, 7.862], [1.246, -0.727, 7.349], [1.781, -1.585, 6.415], [1.088, -2.733, 5.993], [1.686, -3.653, 5.049], [2.868, -4.298, 5.236], [3.189, -5.583, 4.520], [2.559, -6.119, 3.619], [4.450, -6.071, 5.156], [4.853, -5.178, 6.159], [6.012, -5.388, 6.891], [6.795, -6.506, 6.582], [6.384, -7.418, 5.582], [5.190, -7.217, 4.881], [3.908, -4.038, 6.265], [4.044, -3.100, 7.040], [-0.199, -3.003, 6.537], [-0.750, -2.172, 7.484], [-0.666, 1.594, 9.728], [0.965, 0.844, 9.546], [0.218, 1.714, 8.159], [1.831, 0.136, 7.674], [2.754, -1.366, 5.990], [1.032, -4.108, 4.303], [6.277, -4.668, 7.666], [7.726, -6.671, 7.123], [7.008, -8.283, 5.357], [4.817, -7.905, 4.123], [-0.725, -3.905, 6.210], [-1.709, -2.383, 7.961]],
  "atomic_forces_ev_per_a": [[-0.32, -0.15, 0.06], [0.31, -0.15, -0.03], [0.45, 0.44, 0.14], [-0.39, -0.60, -0.10], [-0.08, 0.11, -0.35], [-0.96, -0.41, 0.16], [1.31, 0.30, -0.65], [0.76, -1.14, 0.39], [-0.58, 1.53, -0.19], [-0.37, -0.50, 0.39], [-0.01, 0.00, 0.36], [0.12, -0.28, -0.04], [0.36, 0.13, -0.14], [0.53, -0.30, -0.44], [-0.53, -0.12, 0.19], [-1.44, 0.56, -0.77], [1.26, -0.03, -0.55], [0.05, -0.34, -0.07], [0.20, 0.64, 0.56], [-0.38, -0.26, -0.13], [-0.47, 0.14, -0.12], [0.21, -0.05, -0.08], [0.03, 0.27, 0.36], [0.05, 0.41, 0.25], [-0.15, -0.60, -0.38], [-0.04, 0.67, 1.13], [-1.99, -4.17, -1.16], [0.46, 1.27, 0.14], [1.69, 3.12, 1.33], [-0.31, -0.48, 0.15], [-0.79, -0.29, -0.95], [-0.26, -0.37, -0.20], [-0.08, -0.10, 0.29], [-0.04, 0.19, -0.17], [0.24, 0.09, 0.11], [0.44, 0.23, -0.01], [-0.26, -0.30, 0.13], [0.14, -0.20, 0.34], [0.13, 0.41, -0.22], [-0.02, 0.13, -0.19], [0.20, -0.21, 0.02], [0.06, 0.16, 0.24], [0.27, 0.07, 0.18], [-0.14, 0.06, -0.02], [0.20, 0.13, 0.28], [-0.01, -0.17, 0.10], [-0.37, 0.13, 0.15], [-0.13, -0.23, 0.37], [0.13, -0.21, -0.10], [0.37, 0.11, -0.28], [-0.02, 0.32, -0.31], [-0.28, -0.04, 0.05], [0.35, -0.19, 0.33], [0.12, 0.02, -0.30], [-0.21, -0.21, -0.11], [0.09, 0.07, 0.11], [-0.11, -0.13, 0.04], [-0.04, -0.08, -0.14], [-0.27, 0.20, 0.29], [-0.21, 0.15, 0.08], [0.08, 0.08, -0.14], [0.20, -0.09, 0.23], [0.24, 0.13, 0.23], [-0.31, 0.28, -0.06], [0.29, -0.20, -0.17], [-0.26, -0.24, -0.28], [-0.17, -0.24, 0.13], [0.15, -0.02, 0.25], [0.33, 0.26, -0.06], [0.06, 0.33, -0.38], [0.12, 0.00, -0.32], [-0.06, 0.17, -0.01], [-0.09, -0.20, -0.07], [-0.03, 0.23, -0.29], [-0.33, -0.69, -0.19], [0.50, 0.51, 0.30], [0.62, -0.11, -0.57], [-1.01, -0.04, 0.53], [-0.02, -0.69, -0.23], [-0.39, 1.28, 0.39], [0.28, -1.95, 0.70], [-0.81, 0.60, -0.37], [-0.27, 0.21, -0.64], [0.62, 0.55, 0.99], [0.36, -0.11, 0.45], [0.26, -0.65, -0.30], [0.10, -0.12, -0.10], [-0.39, -0.06, -0.27], [-0.10, 0.36, 0.27], [0.03, 0.16, 0.01], [0.15, 0.61, 0.37], [-0.17, -0.90, -0.67], [0.88, -0.19, -0.68], [0.25, 0.99, 0.48], [0.20, 0.04, -0.09], [-0.39, 0.09, -0.11], [-0.12, -0.25, 0.29], [-0.35, -0.28, -0.19], [-0.23, -0.07, 0.00], [0.19, 0.02, 0.29], [0.07, -0.27, -0.19], [-0.21, -0.04, -0.16], [-0.18, 0.21, 0.09], [0.27, 0.09, 0.16], [0.12, 0.32, 0.15], [0.25, 0.12, -0.26]],
  "lowdin_charge": [-0.05, -0.26, 0.00, -0.18, -0.03, -0.16, 0.14, -0.20, -0.16, -0.02, -0.07, -0.07, -0.06, -0.02, 0.20, 0.07, -0.09, -0.19, -0.05, 0.00, -0.26, -0.05, 0.01, -0.17, -0.02, -0.06, -0.39, -0.03, -0.19, -0.06, -0.20, -0.06, -0.11, -0.11, -0.09, -0.04, -0.18, -0.01, 0.02, 0.08, 0.09, 0.08, 0.13, 0.07, 0.09, 0.09, 0.12, 0.11, 0.10, 0.11, 0.12, 0.08, 0.07, 0.09, 0.12, 0.07, 0.09, 0.08, 0.12, 0.09, 0.08, 0.09, 0.09, 0.08, 0.08, 0.09, 0.11, 0.10, 0.10, 0.11, 0.08, 0.07, 0.09, 0.12, -0.06, -0.10, -0.28, -0.02, -0.04, -0.20, 0.04, -0.04, -0.28, 0.10, -0.09, -0.10, 0.00, -0.06, -0.06, 0.00, -0.27, 0.10, -0.02, -0.01, 0.09, 0.10, 0.09, 0.11, 0.12, 0.11, 0.12, 0.10, 0.10, 0.12, 0.12, 0.12],
  "total_charge": 0,
  "homo_energy_ev": -6.1,
  "e_tot_ev": -67345.7263,
  "mol_weight_g_mol": 777.96
}